Entry from OMol25: a 13-piece molecular cluster, C80H131F21N7O17 overall (ωB97M-V with the def2-TZVPD basis set).

Each line ends with the Löwdin charge.
Atoms and positions in Å:
1 C 6.7646 2.3214 -5.6177  0.0188
2 N 5.9929 2.9174 -4.5130  -0.0835
3 C 6.2672 2.6351 -3.2034  0.0312
4 C 5.4421 3.1209 -2.2059  0.0103
5 C 4.3828 3.8841 -2.5450  -0.1453
6 C 4.0811 4.1353 -3.8755  0.0477
7 C 4.8902 3.6345 -4.8682  0.0038
8 C 3.4028 4.2487 -1.5072  -0.0935
9 C 2.5748 5.3594 -1.6720  0.0430
10 C 1.6267 5.6005 -0.7351  -0.0233
11 N 1.3249 4.7194 0.2152  -0.0530
12 C 2.0838 3.5851 0.3668  -0.0081
13 C 3.1125 3.3213 -0.4559  0.0345
14 C 0.1523 5.0485 1.0194  0.0165
15 H 6.5929 3.0267 -6.4667  0.1056
16 H 6.2534 1.3284 -5.7825  0.1265
17 H 7.8095 2.3044 -5.3602  0.0944
18 H 7.0376 1.9055 -3.0545  0.1313
19 H 5.6722 2.7436 -1.2144  0.1062
20 H 3.1165 4.6871 -4.1119  0.0911
21 H 4.5984 3.6785 -5.8928  0.1245
22 H 2.8502 6.1262 -2.4741  0.1666
23 H 0.9819 6.4646 -0.8584  0.0856
24 H 1.7696 2.8371 1.0788  0.1367
25 H 3.7147 2.4130 -0.5400  0.1007
26 H -0.1172 6.1815 0.8480  0.1229
27 H 0.3130 4.9823 2.0710  0.0905
28 H -0.7203 4.4581 0.7063  0.0799
29 C 1.7443 -4.5952 1.2221  0.0220
30 N 1.3531 -3.3319 0.5609  -0.0349
31 C 2.2869 -2.6575 -0.1619  0.0406
32 C 1.9708 -1.4413 -0.7804  0.0916
33 C 0.5717 -1.0422 -0.7073  -0.0951
34 C -0.3895 -1.8738 -0.1140  0.0504
35 C 0.0818 -2.9859 0.5678  0.0049
36 C 0.2662 0.2730 -1.2601  -0.0939
37 C 1.0267 0.9756 -2.2411  0.0787
38 C 0.6726 2.2492 -2.4867  -0.0123
39 N -0.3854 2.8434 -1.9262  -0.0253
40 C -1.0721 2.2898 -0.9169  -0.0089
41 C -0.7589 0.9824 -0.6367  0.0102
42 C -0.8915 4.0995 -2.5072  0.0475
43 H 2.5573 -5.1028 0.6506  0.0942
44 H 0.8125 -5.1313 1.3788  0.0485
45 H 2.1025 -4.3222 2.2311  0.1103
46 H 3.2882 -3.0534 -0.1406  0.1325
47 H 2.7362 -0.8196 -1.1669  0.0668
48 H -1.3923 -1.5515 -0.2061  0.0741
49 H -0.6216 -3.7144 1.0369  0.1188
50 H 1.7707 0.4197 -2.7651  0.1232
51 H 1.1616 2.8710 -3.1831  0.1187
52 H -1.8026 2.8399 -0.3268  0.1335
53 H -1.1899 0.5634 0.3073  0.1189
54 H -0.6007 4.1495 -3.5592  0.0810
55 H -0.5382 4.9417 -1.9463  0.0771
56 H -1.9515 4.1096 -2.5048  0.0880
57 C -8.9875 0.0777 0.9853  -0.0659
58 C -8.4183 1.5317 0.9213  -0.2180
59 C -7.8259 1.8480 -0.4836  -0.1661
60 C -6.6891 2.8938 -0.3756  -0.1010
61 N -6.2357 3.4511 -1.7008  -0.2577
62 C -4.9036 4.1561 -1.5177  -0.0917
63 C -5.2496 5.5296 -0.9238  -0.1150
64 C -6.6310 5.8815 -1.5668  -0.1221
65 C -7.1573 4.5749 -2.1376  -0.1100
66 C -6.2187 2.4005 -2.7641  0.0106
67 H -9.5490 -0.0332 1.8495  0.0455
68 H -8.1745 -0.6394 1.0039  0.0477
69 H -9.5328 -0.0029 0.0342  0.0825
70 H -7.6182 1.6047 1.6158  0.0562
71 H -9.2184 2.2287 1.1362  0.1071
72 H -8.5879 2.0813 -1.1984  0.0962
73 H -7.3059 0.9534 -0.8957  0.1226
74 H -5.7706 2.4223 0.0510  0.1266
75 H -7.0120 3.7470 0.2125  0.1096
76 H -4.5444 4.2302 -2.5708  0.1416
77 H -4.2230 3.5050 -0.9750  0.0909
78 H -4.5384 6.3640 -1.1356  0.1110
79 H -5.3578 5.4205 0.1809  0.0912
80 H -6.5094 6.6310 -2.2989  0.0935
81 H -7.2683 6.3743 -0.7980  0.1233
82 H -7.2071 4.5501 -3.2343  0.1285
83 H -8.2138 4.3191 -1.9903  0.1322
84 H -7.3191 2.2579 -2.9114  0.1097
85 H -5.6172 1.5529 -2.4163  0.0794
86 H -5.7925 2.7706 -3.7086  0.1191
87 C 0.1853 1.6659 4.2341  -0.0903
88 C -0.8826 0.7792 4.9027  -0.2022
89 C -1.0714 -0.6833 4.3547  -0.1248
90 C -1.8302 -0.8073 2.9919  -0.0724
91 N -3.3366 -0.6286 3.0202  -0.1755
92 C -4.2314 -1.6495 2.1588  -0.0595
93 C -5.6094 -1.0046 2.0679  -0.1289
94 C -5.2993 0.5469 2.2121  -0.1325
95 C -3.7592 0.6151 2.2352  -0.0995
96 C -3.9129 -0.4388 4.4036  0.0219
97 H 0.9035 1.1105 3.7586  0.0022
98 H 0.6964 2.4344 4.8355  0.0919
99 H -0.2799 2.0655 3.3447  0.0568
100 H -1.7551 1.4239 4.7947  0.0752
101 H -0.6533 0.7841 5.9604  0.1000
102 H -1.4853 -1.3780 5.0357  0.0781
103 H -0.1070 -1.0703 4.1006  0.0965
104 H -1.6604 -1.7599 2.5750  0.0883
105 H -1.5148 -0.0755 2.2996  0.0901
106 H -4.2154 -2.6337 2.6039  0.1101
107 H -3.6875 -1.6882 1.2370  0.1021
108 H -6.2507 -1.4480 2.8513  0.1128
109 H -6.0887 -1.1934 1.0692  0.1164
110 H -5.7442 0.9536 3.0897  0.0930
111 H -5.6932 1.0214 1.3317  0.0665
112 H -3.4067 1.4988 2.8290  0.1002
113 H -3.3840 0.5987 1.1918  0.1209
114 H -4.9939 -0.5288 4.3909  0.0907
115 H -3.6409 0.5296 4.7948  0.0925
116 H -3.5871 -1.2516 5.1093  0.1186
117 C 1.1529 -9.0870 2.7908  -0.0987
118 C 1.9605 -7.7834 2.9818  -0.2352
119 C 3.4613 -8.0680 3.2240  -0.1584
120 C 4.2210 -8.8723 2.1331  -0.1192
121 N 5.0012 -8.0964 1.1430  -0.2758
122 C 5.6628 -9.0055 0.1102  -0.0757
123 C 6.8633 -8.2198 -0.3886  -0.1504
124 C 7.0608 -7.0159 0.4999  -0.1541
125 C 6.1462 -7.2775 1.6714  -0.1143
126 C 4.0702 -7.2060 0.4561  0.0001
127 H 0.0847 -8.8341 2.7703  0.0718
128 H 1.2928 -9.8422 3.5319  0.0543
129 H 1.4025 -9.5641 1.8232  0.0696
130 H 1.6126 -7.2976 3.9125  0.1166
131 H 1.7421 -7.0943 2.1689  0.0754
132 H 3.5320 -8.7358 4.1240  0.1235
133 H 3.9272 -7.1186 3.4710  0.0986
134 H 3.4869 -9.4758 1.6002  0.1212
135 H 5.0097 -9.5130 2.5718  0.1300
136 H 4.8405 -9.2285 -0.6408  0.1354
137 H 6.0274 -9.9343 0.5953  0.1343
138 H 6.6672 -7.8753 -1.4110  0.1149
139 H 7.7510 -8.8271 -0.5098  0.1101
140 H 6.8683 -6.0664 -0.0160  0.1144
141 H 8.0026 -7.0069 1.0223  0.1132
142 H 5.8442 -6.3708 2.1918  0.0960
143 H 6.6423 -7.9270 2.3974  0.1387
144 H 3.2074 -7.8438 0.0566  0.1400
145 H 4.6345 -6.7054 -0.2767  0.1008
146 H 3.6608 -6.4893 1.1717  0.0571
147 C 3.6515 -7.8674 -3.4582  -0.4391
148 O 3.4842 -9.0200 -2.4417  -0.1919
149 O 3.7785 -8.2808 -4.6965  -0.1559
150 C 2.4426 -6.9036 -3.0726  -0.5720
151 F 1.9300 -7.2215 -1.8426  0.0738
152 F 2.9206 -5.6555 -2.9266  0.0975
153 F 1.4840 -6.8801 -3.9674  0.1599
154 C 3.1765 -10.1792 -3.1441  -0.3380
155 C 1.7848 -10.3247 -3.7962  -0.0679
156 H 1.7074 -11.3968 -3.9612  0.0604
157 H 0.9876 -9.8798 -3.0929  0.0979
158 H 1.6693 -9.7160 -4.6358  0.0321
159 H 3.3684 -11.0393 -2.5133  0.0979
160 H 3.9150 -10.2653 -3.8910  0.0827
161 H 4.5201 -7.3719 -2.8753  0.1333
162 C -4.4219 4.0328 3.4012  -0.4817
163 O -5.6697 3.5787 2.7858  -0.1287
164 O -3.5553 3.1140 3.7685  -0.1645
165 C -3.7969 5.0397 2.3979  -0.5135
166 F -3.5142 4.4154 1.1831  0.0722
167 F -4.6541 6.0663 2.1290  0.0999
168 F -2.6463 5.4721 2.9003  0.1512
169 C -6.8970 3.9786 3.3333  -0.2977
170 C -7.7085 5.0751 2.6605  -0.0597
171 H -8.1461 4.6890 1.7246  0.0562
172 H -8.4721 5.3402 3.3718  0.0752
173 H -7.0595 5.8576 2.3838  0.0498
174 H -6.6894 4.4056 4.3531  0.1170
175 H -7.4522 3.0701 3.5829  0.1068
176 H -4.8260 4.7284 4.2415  0.1533
177 C 5.1325 -0.1510 -1.6160  -0.4994
178 O 6.5091 0.2567 -1.3020  -0.1291
179 O 4.3014 0.8362 -1.8267  -0.1428
180 C 5.4786 -1.0358 -2.7740  -0.4966
181 F 4.3181 -1.4962 -3.2710  0.1361
182 F 6.1901 -0.3341 -3.7473  0.0832
183 F 6.2518 -2.1389 -2.4653  0.1137
184 C 6.7359 0.5926 0.0555  -0.2839
185 C 8.1760 0.4968 0.5023  -0.0710
186 H 8.2042 0.6604 1.5880  0.0784
187 H 8.5845 -0.5176 0.2883  0.0891
188 H 8.7533 1.2894 0.0342  0.0653
189 H 6.0596 -0.0477 0.6141  0.0977
190 H 6.4150 1.6378 0.2696  0.1060
191 H 4.8264 -0.9256 -0.8060  0.1585
192 C 5.1415 -3.6451 2.4227  -0.4643
193 O 4.2993 -2.4288 2.0454  -0.1487
194 O 4.5697 -4.8025 2.2907  -0.1409
195 C 6.3945 -3.3908 1.6135  -0.4998
196 F 6.1997 -3.5315 0.2863  0.1291
197 F 7.0550 -2.2482 1.8856  0.1323
198 F 7.3252 -4.4064 1.9081  0.0654
199 C 3.7890 -1.6364 3.0989  -0.2499
200 C 3.7181 -0.1056 2.7809  -0.0580
201 H 2.9753 0.3710 3.3889  0.0293
202 H 4.6002 0.4722 3.0895  0.0766
203 H 3.3662 0.1164 1.8095  0.0414
204 H 4.4672 -1.7780 3.9670  0.1146
205 H 2.7777 -1.9963 3.4158  0.1111
206 H 5.5221 -3.4052 3.3994  0.1270
207 C 0.8610 5.1974 -5.5246  -0.4063
208 O -0.6071 5.4743 -5.4044  -0.1551
209 O 1.4751 5.2109 -4.3496  -0.2110
210 C 0.7638 3.7026 -6.2270  -0.5032
211 F 0.0124 2.8265 -5.4415  0.0832
212 F 0.3876 3.5910 -7.4595  0.1851
213 F 2.0688 3.2776 -6.1664  0.0722
214 C -0.8428 6.6755 -4.6688  -0.2725
215 C -2.3422 6.9808 -4.7654  -0.0694
216 H -2.7121 6.7772 -5.7690  0.0700
217 H -2.8574 6.3738 -4.0026  0.0525
218 H -2.6256 8.0076 -4.6133  0.0623
219 H -0.2578 7.4557 -5.1016  0.1012
220 H -0.4912 6.5950 -3.5851  0.1125
221 H 1.3299 5.9545 -6.2360  0.1573
222 C -0.9248 8.7852 -0.6863  -0.4651
223 O -1.1476 9.7386 0.3754  -0.1051
224 O 0.1355 7.9946 -0.5787  -0.2015
225 C -2.2018 7.8818 -0.6651  -0.5246
226 F -2.2763 7.2217 0.4963  0.1309
227 F -3.2902 8.6007 -0.8009  0.1547
228 F -2.1951 6.9064 -1.7080  0.0392
229 C -0.3620 9.5786 1.5340  -0.2921
230 C -0.8599 10.6010 2.5781  -0.0627
231 H -0.7730 11.6129 2.1047  0.0849
232 H -1.9250 10.4075 2.7221  0.0734
233 H -0.1859 10.4997 3.3826  0.0476
234 H 0.6615 9.8060 1.2744  0.1030
235 H -0.2493 8.5767 1.8808  0.0928
236 H -1.0057 9.4413 -1.6068  0.1556
237 C -1.7413 -5.3645 2.8155  -0.5067
238 O -2.4944 -4.4923 1.9256  -0.1703
239 O -0.6291 -5.8114 2.2548  -0.1763
240 C -1.5557 -4.5063 4.0352  -0.5313
241 F -0.4043 -3.8122 3.9917  0.1311
242 F -2.6216 -3.6592 4.2903  0.0797
243 F -1.4876 -5.1805 5.1894  0.1290
244 C -2.6540 -5.1875 0.6871  -0.2588
245 C -3.8536 -4.5673 -0.0616  -0.0622
246 H -3.9653 -5.3071 -0.8975  0.0870
247 H -4.7495 -4.6220 0.5231  0.0593
248 H -3.5670 -3.5830 -0.4447  0.0605
249 H -2.8190 -6.2966 0.9334  0.1443
250 H -1.6996 -5.0245 0.1501  0.1068
251 H -2.4130 -6.2109 3.1891  0.1620
252 O -3.6249 0.2783 -3.3334  0.0176
253 C -3.4099 0.2832 -1.9101  -0.7592
254 O -3.8086 1.3413 -1.3696  -0.0566
255 O -2.9460 -0.7491 -1.4187  -0.0130
256 H -3.2105 -0.5933 -3.5026  0.0978

Values from the calculation:
Orbital gap (eV): 4.64
Lowest unoccupied orbital energy (eV): -0.17
2S+1: 1
Charge: -1